[1]
A cluster of 6 separate species, C42H63Br10N2O7PS2 in total at a distorted geometry. Source: OMol25; level of theory: ωB97M-V with the def2-TZVPD basis set.

```
127
C42H63Br10N2O7PS2 | OMol25 | ωB97M-V with the def2-TZVPD basis set
C -1.41 -2.08 3.46
C -1.23 -3.62 3.25
P -2.72 -4.51 2.58
C -4.21 -3.81 3.47
N -2.93 -4.11 0.84
C -4.29 -3.89 0.49
C -5.07 -5.01 0.29
O -4.47 -6.27 0.46
N -4.36 -6.99 -0.78
O -3.85 -6.35 -1.61
C -6.40 -4.96 -0.03
C -6.98 -3.72 -0.18
C -6.24 -2.59 0.02
C -4.90 -2.66 0.35
S -3.95 -1.20 0.65
C -2.30 -1.77 0.23
C -1.38 -0.84 -0.24
C -1.81 0.60 -0.39
C -2.14 1.32 0.95
C -3.45 2.15 0.72
S -3.90 3.21 2.12
C -0.12 -1.32 -0.57
C 0.91 -0.33 -1.11
C 1.92 0.12 0.00
C 3.38 0.19 -0.49
C 3.59 1.21 -1.63
C 3.41 0.60 -3.05
C 4.55 0.95 -4.03
O 4.07 1.62 -5.22
C 3.34 0.79 -6.02
C 1.89 1.19 -6.25
O 3.80 -0.20 -6.55
C 0.22 -2.67 -0.44
C 1.61 -3.12 -0.84
C 2.37 -3.89 0.28
O 2.68 -5.19 -0.28
C 3.22 -6.03 0.63
C 4.02 -7.18 0.03
O 3.08 -5.95 1.83
C -0.75 -3.55 0.01
C -0.46 -5.05 0.11
C -0.11 -5.66 -1.26
O 0.22 -6.81 -1.39
C -2.02 -3.11 0.37
H -0.81 -1.57 2.69
H -1.06 -1.80 4.46
H -2.45 -1.78 3.32
H -1.06 -4.07 4.23
H -0.34 -3.87 2.66
H -4.00 -3.86 4.54
H -5.03 -4.50 3.28
H -4.49 -2.81 3.14
H -6.93 -5.90 -0.14
H -8.03 -3.70 -0.45
H -6.73 -1.63 -0.08
H -2.72 0.60 -1.00
H -1.09 1.23 -0.92
H -2.39 0.62 1.75
H -1.39 2.06 1.25
H -4.23 1.44 0.44
H -3.27 2.77 -0.16
H -4.19 2.31 3.08
H 1.43 -0.85 -1.92
H 0.44 0.54 -1.58
H 1.63 1.12 0.34
H 1.84 -0.59 0.83
H 4.02 0.51 0.34
H 3.72 -0.79 -0.85
H 4.63 1.56 -1.56
H 2.97 2.10 -1.46
H 3.31 -0.48 -2.94
H 2.46 0.98 -3.46
H 5.05 0.03 -4.35
H 5.29 1.61 -3.59
H 1.36 1.27 -5.30
H 1.85 2.15 -6.78
H 1.38 0.46 -6.87
H 2.27 -2.32 -1.15
H 1.51 -3.79 -1.70
H 3.31 -3.39 0.52
H 1.78 -3.98 1.19
H 4.43 -7.81 0.81
H 3.36 -7.72 -0.66
H 4.81 -6.75 -0.60
H 0.36 -5.27 0.80
H -1.32 -5.62 0.47
H -0.17 -4.94 -2.11
Br 0.39 -3.88 6.79
C 1.54 -2.35 7.14
C 0.86 -1.35 8.05
Br -0.47 -0.32 7.08
H 1.80 -1.92 6.18
H 2.43 -2.75 7.61
H 1.58 -0.63 8.42
H 0.36 -1.82 8.89
Br 4.46 4.71 -2.70
C 5.55 5.75 -3.93
C 6.87 5.09 -4.20
Br 8.10 5.33 -2.71
H 5.65 6.74 -3.50
H 4.96 5.81 -4.85
H 7.36 5.55 -5.05
H 6.79 4.02 -4.37
Br 7.79 9.31 0.77
C 9.15 8.94 -0.58
C 8.92 9.76 -1.83
Br 7.47 9.03 -2.90
H 9.13 7.87 -0.77
H 10.09 9.21 -0.12
H 9.80 9.72 -2.47
H 8.67 10.79 -1.62
Br -5.35 4.68 -1.28
C -4.76 4.83 -3.12
C -5.21 3.65 -3.94
Br -4.12 2.08 -3.58
H -3.68 4.95 -3.10
H -5.21 5.75 -3.50
H -5.08 3.85 -5.00
H -6.24 3.37 -3.75
Br -8.09 3.68 3.12
C -7.84 5.32 4.13
C -6.60 5.27 4.97
Br -6.85 4.18 6.56
H -8.75 5.47 4.72
H -7.76 6.11 3.38
H -6.34 6.26 5.35
H -5.74 4.86 4.44
```

For the gap between HOMO and LUMO, the calculation gives 7.653 eV. The calculation puts the calculated total energy at -29152.143072 a.u. Its energy above the lowest of the compared OMol25 structures with the same formula, charge and spin is 0.0 kJ/mol. Its structure (SMILES) is CCP(C)N1c2c(ON=O)cccc2Sc2c(CCCS)c(CCCCCCOC(C)=O)c(CCOC(C)=O)c(CC=O)c21.BrCCBr.BrCCBr.BrCCBr.BrCCBr.BrCCBr.

---

[2]
A cluster of 3 separate species, C49H36O7 in total at a distorted geometry. Source: OMol25; level of theory: ωB97M-V with the def2-TZVPD basis set.

```
92
C49H36O7 | OMol25 | ωB97M-V with the def2-TZVPD basis set
C 0.75 -4.39 1.03
C 2.03 -3.87 0.35
C 2.40 -4.82 -0.84
C 1.94 -2.40 -0.17
C 0.91 -1.54 0.53
C 0.85 -1.33 1.84
C -0.25 -0.48 2.39
O -0.11 0.27 3.34
C -1.56 -0.60 1.64
C -2.77 -0.54 2.28
C -3.90 -0.70 1.53
C -3.87 -0.91 0.17
C -5.14 -1.13 -0.65
C -5.85 -2.35 -0.07
C -6.85 -2.16 0.85
C -7.50 -3.23 1.42
C -7.14 -4.50 1.03
C -6.14 -4.70 0.11
C -5.50 -3.63 -0.46
C -2.64 -0.95 -0.49
O -2.52 -1.15 -1.84
C -1.50 -0.80 0.28
C -0.12 -0.87 -0.35
O 0.15 -0.42 -1.45
H 0.74 -5.48 1.02
H -0.18 -3.99 0.61
H 0.78 -4.11 2.09
H 2.86 -3.95 1.06
H 2.32 -4.33 -1.81
H 3.39 -5.26 -0.70
H 1.70 -5.66 -0.86
H 1.67 -2.45 -1.23
H 2.94 -1.95 -0.11
H 1.56 -1.79 2.52
H -2.83 -0.40 3.35
H -4.89 -0.69 1.97
H -4.86 -1.40 -1.67
H -5.80 -0.26 -0.63
H -7.18 -1.17 1.18
H -8.28 -3.10 2.16
H -7.65 -5.37 1.45
H -5.83 -5.69 -0.20
H -4.72 -3.78 -1.20
H -3.05 -0.46 -2.26
C 1.67 0.64 -3.49
C 2.22 -0.61 -3.72
C 2.28 -1.12 -5.00
C 1.77 -0.38 -6.07
C 1.20 0.87 -5.83
C 1.16 1.38 -4.54
C 0.61 1.65 -6.95
O 0.11 2.74 -6.75
C 0.64 1.07 -8.32
C 0.04 1.76 -9.37
C 0.07 1.24 -10.65
C 0.71 0.02 -10.89
C 1.29 -0.67 -9.85
C 1.25 -0.16 -8.56
C 1.86 -0.93 -7.45
O 2.41 -2.00 -7.66
H 1.63 1.04 -2.49
H 2.61 -1.19 -2.89
H 2.72 -2.10 -5.18
H 0.72 2.35 -4.36
H -0.45 2.71 -9.18
H -0.39 1.78 -11.46
H 0.73 -0.38 -11.90
H 1.78 -1.62 -10.04
C -0.91 4.12 5.16
C -0.42 2.95 4.59
C 0.89 2.55 4.83
C 1.71 3.34 5.62
C 1.23 4.53 6.17
C -0.09 4.91 5.95
C 2.11 5.41 6.98
O 1.69 6.45 7.47
C 3.53 5.01 7.18
C 4.38 5.84 7.89
C 5.70 5.47 8.10
C 6.17 4.25 7.61
C 5.32 3.42 6.90
C 4.00 3.80 6.67
C 3.11 2.90 5.88
O 3.52 1.85 5.45
H -1.94 4.42 4.98
H -1.06 2.34 3.97
H 1.27 1.64 4.39
H -0.47 5.83 6.38
H 4.02 6.78 8.28
H 6.37 6.12 8.65
H 7.20 3.96 7.77
H 5.68 2.48 6.51
```

For the gap between HOMO and LUMO, the calculation gives 8.497 eV. The calculation puts the calculated total energy at -2415.535870 a.u. Its energy above the lowest of the compared OMol25 structures with the same formula, charge and spin is 0.0 kJ/mol. Its structure (SMILES) is CC(C)CC1=CC(=O)c2ccc(Cc3ccccc3)c(O)c2C1=O.O=C1c2ccccc2C(=O)c2ccccc21.O=C1c2ccccc2C(=O)c2ccccc21.

---

[3]
A cluster of 3 separate species, C21H23F18N4O5P in total at a distorted geometry. Source: OMol25; level of theory: ωB97M-V with the def2-TZVPD basis set.

```
72
C21H23F18N4O5P | OMol25 | ωB97M-V with the def2-TZVPD basis set
C 1.29 2.75 -2.82
C 1.82 3.19 -1.44
C 1.48 2.19 -0.35
C 2.24 0.85 -0.43
C 3.59 0.91 -1.16
C 2.27 0.15 0.95
C 0.97 0.28 1.57
N -0.01 0.47 2.15
P 2.37 -1.70 0.57
O 1.07 -2.19 0.07
C 3.40 0.56 1.93
N 3.05 0.19 3.27
C 4.58 -0.30 1.64
N 5.51 -0.95 1.42
N 3.90 1.98 1.76
C 3.30 2.92 2.65
O 2.53 3.76 2.32
F 3.66 2.81 3.92
C 5.31 2.13 1.78
O 6.00 2.25 2.75
F 5.83 2.17 0.59
H 0.85 3.60 -3.31
H 0.47 2.06 -2.67
H 2.03 2.31 -3.45
H 2.87 3.47 -1.46
H 1.28 4.09 -1.19
H 0.45 1.94 -0.51
H 1.54 2.63 0.63
H 1.61 0.22 -1.04
H 4.11 1.81 -0.86
H 3.37 1.03 -2.20
H 4.19 0.03 -1.05
H 2.73 -2.38 1.75
H 3.35 -1.88 -0.42
H 2.18 0.62 3.55
H 3.80 0.44 3.89
C -4.25 0.77 -1.36
C -2.93 1.28 -0.74
C -2.88 2.66 -0.09
F -3.14 3.66 -0.94
F -1.62 2.80 0.37
F -1.94 1.17 -1.65
F -2.60 0.42 0.27
O -4.44 0.85 -2.77
C -4.95 1.96 -3.41
C -3.94 2.58 -4.38
F -2.81 2.93 -3.76
F -4.49 3.69 -4.93
F -5.46 2.86 -2.54
F -5.99 1.53 -4.16
H -4.23 -0.31 -1.18
H -5.12 1.14 -0.81
H -3.57 2.73 0.76
H -3.70 1.87 -5.17
C -0.50 -3.83 0.76
C -1.61 -3.64 -0.30
C -2.83 -2.79 0.06
F -3.55 -3.29 1.09
F -3.67 -2.73 -1.01
F -2.00 -4.84 -0.77
F -1.03 -2.98 -1.33
O -0.45 -5.04 1.52
C -1.13 -5.24 2.69
C -2.16 -6.37 2.58
F -3.06 -6.13 1.61
F -2.83 -6.47 3.75
F -1.67 -4.10 3.17
F -0.23 -5.65 3.61
H 0.41 -3.86 0.18
H -0.40 -2.95 1.40
H -2.53 -1.77 0.31
H -1.66 -7.31 2.37
```

For the gap between HOMO and LUMO, the calculation gives 10.253 eV. The calculation puts the calculated total energy at -3548.132025 a.u. Its energy above the lowest of the compared OMol25 structures with the same formula, charge and spin is 0.0 kJ/mol. Its structure (SMILES) is CCC[C@@H](C)[C@@](C#N)([PH2]=O)[C@@](N)(C#N)N(C(=O)F)C(=O)F.FC(F)C(F)(F)COC(F)(F)C(F)F.FC(F)C(F)(F)COC(F)(F)C(F)F.

---

[4]
A cluster of 2 separate species, CHN2O2P in total at a distorted geometry. Source: OMol25; level of theory: ωB97M-V with the def2-TZVPD basis set.

```
7
CHN2O2P | OMol25 | ωB97M-V with the def2-TZVPD basis set
C 0.33 -0.67 0.09
N 1.03 0.04 -0.50
N -3.09 -0.11 0.18
O -3.70 -0.10 -0.82
O -3.00 0.62 1.14
P -0.68 -2.03 0.51
H -1.22 -1.59 1.81
```

For the gap between HOMO and LUMO (spin up / spin down), the calculation gives 8.404 / 7.751 eV. The calculation puts the calculated total energy at -639.862751 a.u. Its energy above the lowest of the compared OMol25 structures with the same formula, charge and spin is 148.9 kJ/mol.

---

[5]
A cluster of 11 separate species, C21H33F5N6O27 in total at a distorted geometry. Source: OMol25; level of theory: ωB97M-V with the def2-TZVPD basis set.

```
92
C21H33F5N6O27 | OMol25 | ωB97M-V with the def2-TZVPD basis set
C -5.31 0.33 -0.49
C -4.09 1.21 -0.44
O -4.28 1.81 0.86
C -5.60 1.81 1.13
O -6.09 2.36 2.06
O -6.29 1.06 0.24
F -4.02 2.24 -1.32
H -5.12 -0.60 0.05
H -5.47 0.04 -1.53
H -3.12 0.70 -0.43
C -0.23 4.99 -3.63
C -1.23 4.31 -4.56
O -1.25 3.03 -4.01
C -0.05 2.79 -3.40
O 0.35 1.75 -3.03
O 0.69 3.92 -3.47
F -0.76 4.26 -5.84
H -0.75 5.28 -2.72
H 0.31 5.82 -4.07
H -2.18 4.84 -4.59
C 2.61 4.87 2.53
C 2.55 3.71 1.54
O 3.96 3.51 1.40
C 4.60 4.69 1.57
O 5.73 4.91 1.29
O 3.74 5.60 2.06
F 2.00 4.10 0.36
H 2.78 4.56 3.56
H 1.72 5.50 2.50
H 2.13 2.75 1.82
C -4.28 -2.34 3.46
C -3.06 -3.24 3.55
O -2.26 -2.82 2.47
C -2.98 -2.01 1.65
O -2.55 -1.52 0.65
O -4.21 -1.83 2.13
F -3.40 -4.55 3.29
H -4.32 -1.46 4.10
H -5.22 -2.86 3.66
H -2.59 -3.22 4.53
C 2.06 -0.90 -4.19
C 3.10 0.17 -3.91
O 4.32 -0.50 -4.14
C 4.15 -1.82 -4.10
O 4.97 -2.66 -3.99
O 2.80 -2.11 -4.21
F 3.05 0.61 -2.62
H 1.60 -0.75 -5.17
H 1.22 -0.73 -3.51
H 3.08 1.04 -4.56
C -1.26 1.15 3.30
N -1.67 2.55 3.60
O -1.47 3.41 2.77
O -2.06 2.78 4.73
H -0.36 1.28 2.71
H -1.97 0.70 2.60
H -1.29 0.51 4.17
C -0.10 -0.40 -0.96
N 0.05 0.65 0.10
O 1.01 0.68 0.84
O -0.88 1.44 0.18
H -0.07 -1.39 -0.50
H 0.75 -0.28 -1.62
H -1.12 -0.26 -1.28
C 1.77 -4.62 1.36
N 0.55 -3.78 1.27
O -0.45 -4.26 0.79
O 0.60 -2.66 1.76
H 1.79 -5.01 2.37
H 2.69 -4.09 1.15
H 1.63 -5.38 0.59
C 4.21 -3.58 -1.31
N 2.83 -3.08 -1.53
O 1.95 -3.84 -1.88
O 2.67 -1.89 -1.38
H 4.69 -3.53 -2.28
H 4.19 -4.60 -0.91
H 4.68 -2.94 -0.57
C 2.37 -0.72 3.85
N 3.25 0.42 4.22
O 4.36 0.18 4.65
O 2.85 1.55 3.99
H 2.92 -1.51 3.36
H 1.68 -0.29 3.13
H 1.82 -0.98 4.75
C -2.15 -3.44 -1.92
N -2.29 -2.36 -2.93
O -3.09 -1.48 -2.71
O -1.64 -2.46 -3.95
H -2.32 -4.42 -2.34
H -2.84 -3.28 -1.10
H -1.11 -3.42 -1.58
```

For the gap between HOMO and LUMO, the calculation gives 10.183 eV. The calculation puts the calculated total energy at -3678.845660 a.u. Its energy above the lowest of the compared OMol25 structures with the same formula, charge and spin is 73.8 kJ/mol. Its structure (SMILES) is O=C1OC[C@@H](F)O1.O=C1OC[C@@H](F)O1.O=C1OC[C@@H](F)O1.O=C1OC[C@@H](F)O1.O=C1OC[C@@H](F)O1.C[N+](=O)[O-].C[N+](=O)[O-].C[N+](=O)[O-].C[N+](=O)[O-].C[N+](=O)[O-].C[N+](=O)[O-].

---

[6]
The molecule C5H7NO at a distorted geometry. Source: OMol25; level of theory: ωB97M-V with the def2-TZVPD basis set.

```
14
C5H7NO | OMol25 | ωB97M-V with the def2-TZVPD basis set
C 1.92 -0.26 0.35
C 0.46 -0.08 -0.07
N 0.02 1.28 0.10
C -0.73 0.27 0.80
C -1.75 -0.38 -0.12
C -0.59 -0.52 -1.14
O -0.61 -0.70 -2.33
H 2.19 -1.25 0.73
H 2.14 0.47 1.16
H 2.60 0.00 -0.47
H -0.21 1.92 -0.64
H -0.75 0.41 1.87
H -2.63 0.24 -0.34
H -2.06 -1.41 0.11
```

For the gap between HOMO and LUMO, the calculation gives 10.226 eV. The calculation puts the calculated total energy at -324.629316 a.u. Its energy above the lowest of the compared OMol25 structures with the same formula, charge and spin is 249.8 kJ/mol. Its structure (SMILES) is C[C@]12N[C@H]1CC2=O.

---

[7]
The molecule C16H30N4O3. Source: OMol25; level of theory: ωB97M-V with the def2-TZVPD basis set.

```
53
C16H30N4O3 | OMol25 | ωB97M-V with the def2-TZVPD basis set
C -2.74 -3.03 -1.29
C -2.93 -1.56 -1.63
N -3.31 -0.75 -0.47
C -4.73 -0.78 -0.12
C -5.58 0.27 -0.84
N -5.68 -0.02 -2.27
C -2.60 0.29 0.06
O -3.14 1.16 0.72
C -1.04 0.32 0.05
O -0.49 1.29 0.55
N -0.34 -0.76 -0.35
C 1.10 -0.79 -0.13
C 1.67 -2.19 -0.20
C 3.16 -2.15 0.13
C 3.92 -1.19 -0.79
C 3.31 0.21 -0.80
C 3.64 0.95 0.50
O 4.76 0.87 0.99
N 2.67 1.72 1.06
C 2.90 2.47 2.29
C 1.56 2.73 2.96
C 3.66 3.76 2.00
C 1.82 0.12 -1.13
H -2.46 -3.59 -2.18
H -1.97 -3.19 -0.52
H -3.66 -3.46 -0.90
H -2.04 -1.13 -2.08
H -3.71 -1.44 -2.37
H -5.10 -1.78 -0.35
H -4.82 -0.62 0.96
H -6.56 0.31 -0.34
H -5.11 1.24 -0.71
H -6.41 -0.71 -2.45
H -5.93 0.81 -2.79
H -0.80 -1.62 -0.60
H 1.27 -0.40 0.88
H 1.14 -2.85 0.49
H 1.52 -2.60 -1.21
H 3.28 -1.82 1.17
H 3.59 -3.15 0.07
H 4.96 -1.12 -0.47
H 3.91 -1.58 -1.81
H 3.81 0.80 -1.57
H 1.72 1.70 0.70
H 3.53 1.84 2.93
H 1.71 3.28 3.89
H 0.91 3.32 2.31
H 1.04 1.80 3.19
H 3.89 4.28 2.93
H 4.59 3.54 1.49
H 3.05 4.42 1.38
H 1.71 -0.32 -2.13
H 1.35 1.10 -1.17
```

For the gap between HOMO and LUMO, the calculation gives 9.805 eV. The calculation puts the calculated total energy at -1072.480524 a.u. Its energy above the lowest of the compared OMol25 structures with the same formula, charge and spin is 57.4 kJ/mol. Its structure (SMILES) is CCN(CCN)C(=O)C(=O)N[C@H]1CCC[C@H](C(=O)NC(C)C)C1.

---

[8]
A cluster of 2 separate species, C3H10NO2 in total at a distorted geometry. Source: OMol25; level of theory: ωB97M-V with the def2-TZVPD basis set.

```
16
C3H10NO2 | OMol25 | ωB97M-V with the def2-TZVPD basis set
C -0.75 1.06 1.23
N -0.05 0.41 0.09
C 0.42 -0.93 0.47
C -0.55 -2.00 -0.17
O -0.90 -1.73 -1.43
H -1.71 0.57 1.41
H -0.16 1.02 2.14
H -1.05 2.07 0.95
H -0.85 0.12 -0.48
H 1.41 -1.16 0.07
H 0.30 -1.24 1.51
H -0.05 -2.99 -0.05
H -1.41 -2.04 0.57
H 1.08 1.79 -0.37
H 1.11 3.32 -0.31
O 1.70 2.57 -0.47
```

For the gap between HOMO and LUMO, the calculation gives 6.536 eV. Its charge is -1. The calculation puts the calculated total energy at -325.508374 a.u. Its energy above the lowest of the compared OMol25 structures with the same formula, charge and spin is 121.6 kJ/mol.

---

[9]
The molecule C3H5NO2. Source: OMol25; level of theory: ωB97M-V with the def2-TZVPD basis set.

```
11
C3H5NO2 | OMol25 | ωB97M-V with the def2-TZVPD basis set
O -1.17 -0.07 -1.96
N 0.01 -0.63 -1.44
C 0.12 -0.27 -0.23
C 1.13 -0.50 0.85
O 0.36 0.35 1.72
C -0.61 0.64 0.70
H -0.94 0.04 -2.89
H 2.13 -0.10 0.64
H 1.21 -1.53 1.24
H -1.63 0.36 0.98
H -0.60 1.70 0.39
```

For the gap between HOMO and LUMO, the calculation gives 10.724 eV. The calculation puts the calculated total energy at -322.437336 a.u. Its energy above the lowest of the compared OMol25 structures with the same formula, charge and spin is 359.7 kJ/mol. Its structure (SMILES) is ON=C1COC1.

---

[10]
The molecule C4H6N4 at a distorted geometry. Source: OMol25; level of theory: ωB97M-V with the def2-TZVPD basis set.

```
14
C4H6N4 | OMol25 | ωB97M-V with the def2-TZVPD basis set
C -2.43 -0.97 -0.20
C -1.22 -0.35 0.04
C 1.24 -0.37 0.09
C -1.12 1.16 0.09
H -3.36 -0.38 -0.16
H -2.52 -2.10 -0.22
H 0.13 -1.95 0.20
H 3.08 -0.50 -0.24
H 1.91 1.56 -0.16
H -2.05 1.75 0.07
N 0.01 -0.94 0.27
N 2.30 -1.11 -0.12
N 1.11 0.96 -0.09
N 0.01 1.77 -0.01
```

For the gap between HOMO and LUMO, the calculation gives 9.171 eV. The calculation puts the calculated total energy at -374.991078 a.u. Its energy above the lowest of the compared OMol25 structures with the same formula, charge and spin is 184.5 kJ/mol. Its structure (SMILES) is [H]/N=C1\NN=CC(=C)N1.